Entry w
Entry from the OMol25 dataset: one molecule with the formula C6H8N2 (ωB97M-V with the def2-TZVPD basis set).

Values from the calculation:
- SMILES string = C=NN1[C@@H]2CC=C[C@@H]21
- total charge = 0
- Kohn-Sham gap (eV) = 8.84

Positions of all 16 atoms, in Å:
H1 -2.13 0.06 1.87
C1 -0.96 0.01 -0.10
H2 0.29 0.01 3.27
C2 1.33 0.71 -2.76
H3 0.44 -1.75 -0.77
H4 1.06 -1.63 1.97
H5 -1.30 1.64 1.28
C3 0.41 -0.96 1.33
N1 0.33 0.59 -0.62
C4 0.24 -0.91 -0.10
H6 2.43 1.22 -2.38
N2 0.11 0.47 -1.97
H7 1.12 0.20 -3.88
H8 -1.76 0.00 -0.65
C5 -1.32 0.53 1.38
C6 -0.28 -0.19 2.15

Entry x
Entry from the OMol25 dataset: C6H8N2 as an isolated structure (ωB97M-V with the def2-TZVPD basis set).

Values from the calculation:
- total charge = 0
- Kohn-Sham gap (eV) = 8.50

Positions of all 16 atoms, in Å:
C1 -1.14 0.14 1.31
H1 1.79 1.39 1.62
H2 1.82 -1.05 -0.94
N1 0.69 0.48 0.11
C2 -0.60 -1.11 -2.33
C3 -0.56 -0.09 -0.02
C4 -1.18 -0.78 -1.12
N2 -0.27 0.60 2.13
H3 -1.02 -1.88 -2.97
H4 0.34 -0.15 -2.61
H5 -2.01 -1.56 -0.72
H6 1.49 0.28 -2.02
H7 2.90 0.31 -0.63
H8 -2.09 -0.27 1.93
C5 1.68 0.08 -0.83
C6 0.77 0.99 1.43

Which of them is the least stable? Correct choice: entry w.

Entry w
Entry from the OMol25 dataset: C6H8N2 as an isolated structure (ωB97M-V with the def2-TZVPD basis set).

Values from the calculation:
- total charge = 0
- Kohn-Sham gap (eV) = 8.72

Positions of all 16 atoms, in Å:
N1 -0.68 -1.54 0.67
H1 -2.15 -0.61 2.03
C1 -1.41 -0.53 1.13
H2 2.01 -2.17 -0.72
C2 0.18 0.24 -0.33
C3 -0.76 0.63 0.63
H3 -0.35 -2.50 1.09
N2 0.99 -2.20 -0.76
C4 -0.38 2.01 0.36
H4 0.81 -2.54 -1.72
C5 0.32 -1.06 -0.15
H5 -1.23 2.45 -0.10
H6 0.44 1.74 -1.79
H7 1.54 2.02 -0.72
C6 0.51 1.58 -0.79
H8 0.15 2.48 1.16

Entry x
Entry from the OMol25 dataset: C6H8N2 as an isolated structure (ωB97M-V with the def2-TZVPD basis set).

Values from the calculation:
- total charge = 0
- Kohn-Sham gap (spin up / spin down) (eV) = 7.09 / 5.98

Positions of all 16 atoms, in Å:
C1 -0.41 -1.14 -0.48
C2 1.80 -0.10 -0.87
H1 -1.76 1.44 1.33
H2 -1.10 -0.11 1.97
C3 -0.46 -2.35 -0.50
H3 -0.44 -3.40 -0.42
N1 1.72 1.54 1.01
H4 1.28 -0.03 -1.82
C4 -1.54 0.40 1.11
H5 -1.81 0.96 -1.56
C5 -0.61 0.33 -0.12
C6 1.34 0.71 0.16
N2 -0.90 1.13 -1.15
H6 2.68 1.42 1.34
H7 -2.48 -0.10 0.86
H8 2.69 -0.71 -0.85

Entry y
Entry from the OMol25 dataset: one molecule with the formula C6H8N2 (ωB97M-V with the def2-TZVPD basis set).

Values from the calculation:
- SMILES string = C1=C[C@H]2N[C@@H]1[C@@H]1N[C@@H]12
- total charge = 0
- Kohn-Sham gap (eV) = 9.89

Positions of all 16 atoms, in Å:
H1 -1.36 1.13 2.08
H2 -0.83 -1.88 0.76
C1 -0.26 -0.57 -1.03
H3 0.63 1.37 -1.78
H4 0.46 -2.52 -1.17
H5 -1.10 -0.86 -1.68
C2 -0.70 1.03 1.23
H6 1.99 -0.03 -0.22
C3 0.49 0.00 1.16
C4 -0.09 -1.19 0.35
C5 -0.82 1.58 0.01
C6 0.25 0.88 -0.84
H7 0.99 -0.16 2.13
N1 0.71 -1.58 -0.79
N2 1.32 0.68 0.16
H8 -1.68 2.12 -0.37

Entry z
Entry from the OMol25 dataset: C6H8N2 as an isolated structure (ωB97M-V with the def2-TZVPD basis set).

Values from the calculation:
- total charge = 0
- Kohn-Sham gap (eV) = 9.80

Positions of all 16 atoms, in Å:
H1 -1.71 1.73 0.96
C1 0.36 0.45 0.59
H2 -0.46 2.55 0.19
C2 -1.04 0.40 -0.85
H3 -1.59 0.49 -1.79
C3 -1.34 -0.83 -0.04
C4 -0.96 1.60 0.30
N1 1.16 -0.43 -1.29
C5 1.99 -0.98 -0.51
N2 0.39 0.50 -0.90
C6 -0.47 -0.83 1.04
H4 2.03 -0.58 0.67
H5 -2.22 -1.65 -0.09
H6 2.73 -1.56 -1.09
H7 1.31 0.86 1.13
H8 -0.18 -1.73 1.69

Which of them is the least stable? Correct choice: entry x.

Entry w
Entry from the OMol25 dataset: one molecule with the formula C6H8N2 (ωB97M-V with the def2-TZVPD basis set).

Values from the calculation:
- SMILES string = N#CC1=CCCNC1
- total charge = 0
- Kohn-Sham gap (eV) = 9.72

Positions of all 16 atoms, in Å:
H1 1.81 -2.21 0.09
H2 1.97 2.14 0.62
H3 2.97 -0.25 -0.38
H4 1.81 1.59 -1.07
C1 1.50 1.34 -0.06
C2 -2.12 0.14 0.00
C3 0.01 1.21 -0.08
H5 -0.60 -1.85 -0.77
C4 2.07 -0.10 0.25
N1 1.37 -1.23 -0.23
C5 -0.67 0.09 -0.11
H6 -0.37 -1.73 0.99
H7 2.32 -0.01 1.30
H8 -0.57 2.07 0.10
C6 -0.15 -1.24 0.01
N2 -3.25 0.04 0.09

Entry x
Entry from the OMol25 dataset: C6H8N2 as an isolated structure (ωB97M-V with the def2-TZVPD basis set).

Values from the calculation:
- total charge = 0
- Kohn-Sham gap (eV) = 8.46

Positions of all 16 atoms, in Å:
N1 2.38 -0.46 1.13
C1 1.44 0.01 0.07
C2 -1.87 -0.20 -0.79
H1 1.32 -1.39 -2.02
H2 2.21 0.59 -0.63
H3 2.29 0.24 2.26
C3 -2.05 0.79 0.23
C4 0.86 -1.14 -0.94
H4 0.49 -2.27 -0.48
H5 -2.95 1.57 0.08
H6 -1.13 1.73 1.67
C5 -0.94 1.10 0.97
H7 1.66 -1.20 1.47
H8 -2.82 -0.52 -1.47
C6 0.10 0.48 0.08
N2 -0.42 -0.25 -0.94

Which of them is the least stable? Correct choice: entry x.

Entry w
Entry from the OMol25 dataset: one molecule with the formula C6H8N2 (ωB97M-V with the def2-TZVPD basis set).

Values from the calculation:
- SMILES string = C1=CC[C@H]2CN2N=C1
- total charge = 0
- Kohn-Sham gap (eV) = 9.05

Positions of all 16 atoms, in Å:
C1 1.97 -0.90 -0.42
H1 1.99 -1.90 -0.08
H2 0.14 -1.24 1.89
H3 -2.34 -0.20 1.90
H4 0.28 0.31 2.64
H5 2.79 -0.18 -0.91
C2 -1.71 0.74 0.10
N1 0.00 0.06 -1.50
H6 -2.75 1.05 -0.07
H7 1.61 1.06 0.47
N2 0.54 -0.45 -0.58
C3 -1.27 0.08 1.24
H8 -1.66 1.23 -2.12
C4 -1.09 0.64 -1.31
C5 0.19 -0.23 1.70
C6 1.26 0.10 0.49

Entry x
Entry from the OMol25 dataset: a 2-piece molecular cluster, C6H8N2 overall (ωB97M-V with the def2-TZVPD basis set).

Values from the calculation:
- total charge = 0
- Kohn-Sham gap (eV) = 9.52

Positions of all 16 atoms, in Å:
H1 -2.40 0.96 0.94
H2 -2.49 1.35 -0.75
H3 3.21 -0.19 1.25
H4 -2.72 -1.37 -0.59
C1 -2.09 -0.95 0.03
H5 0.81 2.17 -0.05
C2 1.28 -0.27 0.15
C3 2.76 -0.27 -0.12
H6 -2.31 -1.18 1.18
N1 -0.64 0.51 -0.28
C4 0.73 0.99 0.12
H7 3.13 -1.14 -0.83
N2 0.43 -1.36 -0.03
C5 -0.68 -0.73 -0.33
C6 -2.01 0.59 -0.04
H8 3.01 0.89 -0.69

Entry y
Entry from the OMol25 dataset: one molecule with the formula C6H8N2 (ωB97M-V with the def2-TZVPD basis set).

Values from the calculation:
- SMILES string = c1cn(C2CC2)cn1
- total charge = 0
- Kohn-Sham gap (eV) = 9.16

Positions of all 16 atoms, in Å:
H1 -2.06 -0.79 -0.23
C1 -1.09 -0.29 0.19
C2 0.35 0.43 -1.60
H2 -0.63 0.94 -2.12
H3 1.44 -2.23 0.12
C3 -1.01 -0.18 1.65
H4 -2.31 1.44 0.82
C4 -1.31 1.02 0.75
N1 0.20 -0.46 -0.73
C5 2.27 -0.21 -1.12
H5 -0.42 1.83 1.21
C6 1.48 -1.10 -0.38
H6 3.30 -0.40 -1.51
N2 1.74 0.72 -1.88
H7 -0.15 -0.04 2.45
H8 -1.79 -0.68 2.39

Which of them is the least stable? Correct choice: entry w.

Entry w
Entry from the OMol25 dataset: one molecule with the formula C6H8N2 (ωB97M-V with the def2-TZVPD basis set).

Values from the calculation:
- SMILES string = C=CC(C=C)=NN=C
- total charge = 0
- Kohn-Sham gap (eV) = 9.04

Positions of all 16 atoms, in Å:
C1 -1.03 2.23 0.15
C2 0.09 1.60 -0.07
N1 -0.19 -0.96 -0.23
N2 -1.70 -0.97 -0.62
H1 0.96 2.06 -0.04
H2 -1.20 3.28 0.52
C3 2.72 -1.03 0.16
C4 2.08 0.13 0.05
H3 -2.02 -1.33 1.75
H4 -3.48 -1.30 0.24
C5 0.56 0.14 -0.33
H5 -2.06 1.67 0.02
H6 2.41 1.17 -0.11
H7 2.29 -2.01 0.33
C6 -2.34 -1.28 0.47
H8 3.88 -0.83 0.60

Entry x
Entry from the OMol25 dataset: one molecule with the formula C6H8N2 (ωB97M-V with the def2-TZVPD basis set).

Values from the calculation:
- SMILES string = C1=CC[C@H]2CN2N=C1
- total charge = 0
- Kohn-Sham gap (eV) = 9.10

Positions of all 16 atoms, in Å:
H1 1.85 2.07 0.39
C1 -0.64 0.14 1.63
H2 -2.31 -1.86 -0.56
C2 -0.36 -0.89 0.44
H3 -0.75 -2.58 -0.91
C3 -1.18 -1.75 -0.52
H4 -1.68 0.42 1.77
N1 0.41 -0.06 -1.76
N2 -0.71 -0.42 -0.90
H5 0.63 -1.17 0.57
H6 -0.30 -0.33 2.56
C4 0.30 1.18 1.47
C5 1.08 1.30 0.35
H7 2.10 0.97 -1.69
C6 1.15 0.70 -1.01
H8 0.50 1.78 2.28

Which of them is the least stable? Correct choice: entry w.

Entry w
Entry from the OMol25 dataset: a 4-piece molecular cluster, H8O4 overall (ωB97M-V with the def2-TZVPD basis set).

Values from the calculation:
- SMILES string = O.O.O.O
- total charge = 0
- Kohn-Sham gap (eV) = 10.98

Positions of all 12 atoms, in Å:
H1 -0.03 -1.01 -0.99
H2 2.23 0.21 -1.31
H3 1.28 -0.70 2.29
H4 0.52 -0.04 1.11
H5 -3.83 0.02 -0.32
H6 -2.50 -0.71 0.17
O1 2.92 0.59 -0.83
H7 -0.96 0.17 -0.80
O2 -0.06 -0.12 -0.64
H8 2.57 1.45 -0.51
O3 -2.87 0.09 -0.20
O4 0.73 0.04 2.04

Entry x
Entry from the OMol25 dataset: a 4-piece molecular cluster, H8O4 overall (ωB97M-V with the def2-TZVPD basis set).

Values from the calculation:
- SMILES string = O.O.O.O
- total charge = 0
- Kohn-Sham gap (eV) = 11.43

Positions of all 12 atoms, in Å:
O1 1.18 -2.19 -0.66
H1 -1.78 1.62 -1.58
O2 -0.66 -0.50 0.62
H2 -0.79 2.00 -0.42
H3 0.77 0.57 0.73
H4 1.39 -2.70 0.11
O3 -1.73 1.61 -0.55
H5 -0.86 0.31 0.14
O4 1.43 1.18 0.48
H6 -1.37 -0.76 1.19
H7 2.01 0.43 0.39
H8 0.41 -1.56 -0.46

Which of them is the least stable? Correct choice: entry x.